Record 1
7
Properties=species:S:1:pos:R:3:forces:R:3 method="wB97M-V/def2-TZVPD" homo_lumo_gap_ev="7.200 / 7.172"
C 1.3716 -1.1745 0.5499 -0.46 0.46 0.00
N 2.0787 -1.2225 1.4733 -0.91 0.00 -1.38
O 0.2524 1.8172 -0.2427 -0.85 -0.84 -0.23
O -1.5311 0.8905 -1.7794 -0.22 -0.15 0.17
F -1.8198 0.0447 1.5264 1.31 0.82 -2.60
S 0.2730 -1.1449 -0.8264 0.73 0.15 1.20
S -0.6249 0.7895 -0.7011 0.42 -0.44 2.84

Record 2
10
Properties=species:S:1:pos:R:3:forces:R:3 method="wB97M-V/def2-TZVPD" homo_lumo_gap_ev=9.192
C -0.1569 -1.9193 -0.0390 0.90 1.04 0.84
N -0.5044 -2.9617 0.2514 -0.80 -1.36 0.06
N -0.8316 1.8341 0.1093 -2.09 -1.41 0.84
N 2.0303 -0.7508 0.5458 -1.63 -0.49 -0.07
O -1.9487 1.9978 0.4317 -0.82 -0.47 0.59
O -0.1034 2.4902 -0.4644 3.11 2.17 -2.11
O -0.2931 0.5483 0.6039 0.42 -1.29 0.56
O 0.7102 -0.1258 -1.5936 -0.20 0.47 -0.16
S 0.7395 -0.4722 -0.2162 0.77 0.92 -0.54
Br 3.3925 0.4050 0.1075 0.34 0.41 -0.02

Record 3
52
Properties=species:S:1:pos:R:3:forces:R:3 method="wB97M-V/def2-TZVPD" homo_lumo_gap_ev=7.760 charge=+1 smiles="COc1ccc(C2=C[C@@H](N3CCC[N+]4=C3CCC4)c3ccccc3O2)cc1"
C 3.7697 0.6033 -7.1140 0.02 -0.17 0.57
O 4.1817 0.4645 -5.7225 -0.67 -0.21 -0.21
C 3.2362 0.1173 -4.8032 -0.70 0.02 0.15
C 3.6134 0.0899 -3.4404 -0.02 0.10 -0.57
C 2.6720 -0.1194 -2.4481 -0.71 0.02 0.07
C 1.2962 -0.3254 -2.7138 1.02 0.16 -1.20
C 0.3071 -0.4657 -1.6243 -0.61 -0.46 1.71
C 0.4831 -0.3170 -0.2620 1.67 0.11 -1.34
C -0.4593 -0.5980 0.8568 -1.75 -1.81 -2.14
N -0.4620 0.3984 1.9170 -0.19 0.71 3.44
C -1.0004 1.7041 1.5905 -0.68 0.85 -0.17
C -0.4867 2.8228 2.5040 0.39 0.25 -0.36
C -0.7914 2.5459 3.9684 -0.31 1.01 -0.75
N -0.5078 1.1491 4.1970 -0.27 0.83 -0.18
C -0.3378 0.1936 3.2918 -0.30 0.42 -1.98
C 0.0048 -1.0603 4.0137 0.28 -0.49 0.34
C -0.0346 -0.6935 5.5153 -0.10 -0.12 0.82
C -0.3223 0.8066 5.5961 0.27 -0.51 0.25
C -1.8450 -0.9966 0.1249 0.59 -0.52 0.50
C -2.8564 -1.6547 0.8378 -0.14 0.25 -0.26
C -3.9640 -2.2186 0.2018 -0.02 0.06 0.20
C -4.0625 -2.2499 -1.1967 -0.06 0.51 0.18
C -3.0265 -1.7141 -1.9472 -0.47 0.14 0.48
C -1.9476 -1.1296 -1.2714 1.04 -0.19 -0.25
O -0.8813 -0.8990 -2.1179 -0.30 0.85 -0.08
C 0.9561 -0.3804 -4.0979 -0.25 0.07 0.49
C 1.8849 -0.1733 -5.1159 0.89 0.29 -0.01
H 4.6626 0.9326 -7.6544 -0.25 -0.11 0.23
H 3.4251 -0.3636 -7.5173 0.15 0.34 0.17
H 2.9707 1.3568 -7.2192 0.31 -0.26 0.13
H 4.6562 0.2739 -3.1973 -0.17 -0.03 0.03
H 2.9713 -0.0998 -1.4070 0.28 0.02 -0.12
H 1.5279 -0.2279 0.0506 -0.31 0.40 -0.13
H -0.1931 -1.5263 1.3301 0.40 -0.43 0.45
H -2.0983 1.6313 1.6951 0.26 0.17 -0.27
H -0.7567 1.9358 0.5480 -0.06 -0.16 0.20
H 0.6216 2.8875 2.4249 -0.68 0.12 -0.25
H -0.9470 3.7748 2.1774 0.42 -0.47 0.18
H -0.1121 3.1677 4.5881 -0.43 -0.50 -0.15
H -1.8394 2.8069 4.2543 0.69 -0.41 -0.18
H -0.6950 -1.8587 3.7864 -0.02 -0.09 -0.20
H 1.0028 -1.3894 3.7340 0.03 -0.12 -0.22
H -0.8363 -1.2070 6.0596 0.36 -0.22 -0.32
H 0.9136 -0.8972 6.0272 -0.31 -0.23 -0.27
H -1.2377 1.0482 6.1755 0.51 -0.07 -0.42
H 0.5276 1.3751 6.0335 -0.56 -0.19 -0.42
H -2.7161 -1.7746 1.9091 -0.33 0.19 0.02
H -4.7700 -2.6228 0.8087 0.22 -0.11 -0.11
H -4.9544 -2.6508 -1.6944 0.49 0.06 0.31
H -3.0627 -1.7278 -3.0418 0.29 -0.01 0.51
H -0.0649 -0.5506 -4.4387 0.16 -0.02 0.42
H 1.5847 -0.1942 -6.1723 -0.07 -0.04 0.69

Record 4
78
Properties=species:S:1:pos:R:3:forces:R:3 method="wB97M-V/def2-TZVPD" homo_lumo_gap_ev="5.736 / 4.387" charge=+1
C -2.1642 -1.1941 5.2325 -0.60 0.49 -0.34
C -2.6267 -0.7098 4.0080 0.23 -0.15 0.34
C -1.9370 -1.4235 2.9509 0.85 -0.11 0.68
H -3.4196 0.0082 3.8455 0.11 0.04 0.08
C -1.0698 -2.3796 3.6102 -0.50 0.06 0.27
C -1.2075 -2.2114 4.9952 -0.02 -0.59 -1.12
H -0.7102 -2.8051 5.7553 -0.04 0.14 -0.11
H -2.5270 -0.8970 6.2194 0.17 0.01 -0.41
H -2.1770 -1.4197 1.8964 -0.26 -0.13 0.10
H -0.4731 -3.1258 3.0934 -0.02 0.22 0.21
In -0.1052 0.3625 2.6204 -0.65 -0.38 1.08
Si -1.2110 -0.4262 -2.9154 -1.06 -0.24 -3.99
C -0.7988 1.1704 -3.8877 0.68 0.01 0.61
C 0.4161 1.1826 -4.6150 -0.01 0.88 -0.12
H 1.1003 0.3485 -4.5457 -0.05 -0.20 -0.14
C 0.8249 2.3003 -5.3630 -0.72 -0.34 0.67
H 1.7951 2.2945 -5.8448 -0.08 -0.03 -0.04
C -0.0061 3.4299 -5.4355 -0.28 -0.52 0.40
H 0.3413 4.3178 -5.9780 -0.37 -0.40 0.20
C -1.2472 3.3975 -4.7780 -0.07 -0.19 0.20
H -1.9172 4.2665 -4.8608 0.33 -0.52 0.13
C -1.6337 2.2836 -3.9788 0.40 0.68 -0.44
H -2.5733 2.2957 -3.4293 0.13 0.17 -0.16
C -0.7929 -1.6042 -4.3369 0.03 -2.02 -0.13
C -1.2872 -1.4829 -5.6619 0.25 0.68 -0.54
H -2.1836 -0.8793 -5.8593 0.60 0.09 0.04
C -0.6421 -2.0973 -6.7641 -0.31 -0.12 0.80
H -0.9951 -1.9409 -7.7993 0.12 -0.01 0.82
C 0.4466 -2.9517 -6.5263 -0.20 0.30 0.11
H 0.9908 -3.3804 -7.3683 -0.12 0.08 0.27
C 0.7722 -3.2900 -5.2115 -0.25 -0.31 -0.10
H 1.5520 -4.0456 -5.0114 -0.61 0.45 -0.08
C 0.0709 -2.6954 -4.1531 0.77 0.07 0.13
H 0.2090 -3.0947 -3.1462 0.44 0.34 -0.21
H -2.6887 -0.6040 -2.6824 0.67 0.30 0.89
Si 2.2729 0.1510 -1.9590 -1.22 0.55 0.65
C 1.4576 -1.3614 -1.2280 -0.79 0.25 0.32
C 0.0255 -1.3987 -1.1886 0.56 -0.33 -0.07
H -0.6220 -0.3867 -1.3263 1.23 -1.07 1.00
C -0.6281 -2.4471 -0.5246 -1.20 0.51 -0.37
H -1.7362 -2.5030 -0.6351 0.93 -0.07 0.57
C 0.1010 -3.3621 0.2325 -0.11 0.25 -0.28
H -0.4517 -4.0509 0.8564 0.08 -0.21 -0.16
C 1.5018 -3.3361 0.2334 -0.95 0.81 -0.67
H 2.0336 -4.0571 0.8239 0.26 -0.13 0.12
C 2.1644 -2.3640 -0.5207 -0.57 0.04 -0.13
H 3.2487 -2.3487 -0.4761 -0.08 0.18 -0.24
C 1.1934 1.5937 -1.3724 -0.12 1.05 0.20
C 0.1589 1.5423 -0.4002 0.77 -0.62 -0.81
H -0.0234 0.5856 0.1107 0.06 0.78 -0.16
C -0.5777 2.6561 -0.0441 -0.50 0.14 0.12
H -1.2811 2.5796 0.8017 0.15 -0.01 -0.65
C -0.4282 3.8367 -0.7610 0.64 0.31 -0.56
H -1.1412 4.6634 -0.6437 0.50 -0.31 0.10
C 0.6657 3.9615 -1.6530 -0.68 -0.45 0.55
H 0.8041 4.8884 -2.1888 0.17 0.13 0.08
C 1.5224 2.8826 -1.8763 -0.68 -0.59 0.29
H 2.4367 3.0153 -2.4501 -0.27 0.03 -0.22
H 3.5337 0.3977 -1.3544 1.32 -0.10 0.21
Cl 2.2076 0.3861 1.6978 0.65 0.27 -0.53
N -1.7689 3.5916 4.0890 -0.29 0.40 -0.57
C -1.0301 2.8258 4.9020 0.37 -0.71 0.91
N -0.2805 1.7897 4.6019 0.04 0.37 0.37
C 0.2955 1.2400 5.7638 -1.26 1.63 0.78
C -0.0581 1.8971 6.9176 1.35 -1.85 -0.50
S -1.1127 3.1821 6.6187 -0.13 0.30 -0.40
C 1.0704 0.0349 5.6453 1.16 -2.16 -0.19
C 1.6985 -0.7550 6.5946 -1.20 1.74 -0.34
S 2.3418 -2.1864 5.9122 0.07 0.40 -0.34
C 1.8426 -1.6370 4.3416 -0.60 1.38 0.76
N 1.1457 -0.5021 4.3651 0.81 -0.79 0.53
N 2.1744 -2.2427 3.1921 0.17 -0.54 -0.52
H -2.2256 4.3925 4.5124 0.08 -0.31 -0.58
H -1.8107 3.4395 3.0861 0.07 0.10 0.54
H 0.2983 1.5503 7.8851 -0.38 0.51 -0.10
H 1.7406 -0.4801 7.6384 0.11 -0.47 0.01
H 2.7121 -3.0949 3.2611 0.05 0.27 -0.06
H 2.4033 -1.5684 2.4442 -0.12 -0.43 0.22

Record 5
18
Properties=species:S:1:pos:R:3:forces:R:3 method="wB97M-V/def2-TZVPD" homo_lumo_gap_ev=5.074 charge=+2
Sn -10.1790 21.1643 15.5274 -0.15 -2.06 0.31
C -9.4701 15.6937 14.4903 0.62 -0.51 0.66
C -10.0832 17.0631 14.7775 -0.03 -1.29 0.56
C -10.2436 17.3661 16.2682 0.45 -0.27 -0.30
O -11.0485 18.5647 16.3914 -0.13 2.51 -1.39
C -11.6372 18.7776 17.6648 0.86 -0.89 2.16
N -9.2658 18.0331 14.0238 -1.39 0.85 0.39
H -9.5998 15.4632 13.4339 0.07 -0.05 0.02
H -9.8648 14.8549 15.0664 -0.60 0.25 -0.05
H -8.4105 15.6400 14.7488 0.12 0.40 -0.27
H -11.1076 16.9640 14.4023 -0.09 0.50 -0.13
H -9.3276 17.4969 16.8481 0.22 0.09 -0.27
H -10.7898 16.5534 16.7513 -0.22 0.02 -0.14
H -12.1652 19.7128 17.8602 -0.12 0.14 -0.98
H -10.8254 18.7558 18.4011 -0.06 0.02 0.13
H -12.2839 17.9462 17.9512 -0.22 0.06 -0.39
H -9.9034 18.8117 13.8328 -0.14 0.17 -0.19
H -9.2329 17.6413 13.0833 0.81 0.07 -0.12